Record 1
Here is C17H10Cl3LaNO8S3 as an isolated structure in a non-equilibrium geometry from the Open Molecules 2025 dataset. Energies are from the ωB97M-V functional and the def2-TZVPD basis.

The geometry in XYZ format:
```
43
C17H10Cl3LaNO8S3 | the Open Molecules 2025 dataset | the ωB97M-V functional and the def2-TZVPD basis
La -0.3699 -0.1550 -0.4832
O 0.0958 -2.1759 3.1738
S 0.4042 -1.2766 2.0867
O 0.6472 -1.9342 0.8001
O -0.6152 -0.2283 1.9117
C 2.0075 -0.5769 2.5161
C 2.5024 -0.9133 3.7676
C 3.7968 -0.5911 4.1380
C 4.6292 0.0601 3.2342
C 4.1382 0.4162 1.9900
C 2.8369 0.1129 1.6188
S 2.2460 0.8613 0.0993
O 3.3085 1.7334 -0.3457
O 1.0309 1.5533 0.5294
O 1.9155 -0.1692 -0.9024
H 1.8438 -1.4587 4.4299
H 4.1621 -0.8537 5.1228
H 5.6511 0.2941 3.5040
H 4.7426 0.9627 1.2785
Cl 0.1703 4.2813 -6.5904
C -0.1857 3.5865 -5.0283
C -0.1057 2.2161 -4.8495
C -0.3845 1.6861 -3.6083
Cl -0.2542 -0.0267 -3.3321
C -0.7775 2.4627 -2.4764
O -1.0665 1.9543 -1.3496
C -0.8183 3.8629 -2.7474
Cl -1.2601 4.9040 -1.4348
C -0.5297 4.4205 -3.9765
H 0.1794 1.5674 -5.6664
H -0.5681 5.4930 -4.1031
O -2.5172 -0.4651 -0.6973
N -2.8829 -1.5800 -0.0278
C -3.8449 -1.4768 0.9624
C -4.3086 -2.5887 1.6114
C -3.7936 -3.8509 1.2779
C -2.8020 -3.9308 0.2688
C -2.3378 -2.8065 -0.3890
S -1.1535 -2.8109 -1.6305
H -4.1729 -0.4679 1.1632
H -5.0692 -2.4751 2.3742
H -4.1349 -4.7420 1.7922
H -2.3557 -4.8746 -0.0122
```

Properties
* total charge: -2
* multiplicity: 2
* highest occupied orbital energy (alpha / beta): 1.46 / -1.23 eV
* relative energy (zero: lowest compared OMol25 entry of this formula, charge and spin): 94.5 kJ/mol
* gap between HOMO and LUMO (alpha / beta): 2.66 / 5.35 eV



Record 2
Here is one molecule with the formula C5H5NO in a non-equilibrium geometry from the Open Molecules 2025 dataset. Energies are from the ωB97M-V functional and the def2-TZVPD basis.

The geometry in XYZ format:
```
12
C5H5NO | the Open Molecules 2025 dataset | the ωB97M-V functional and the def2-TZVPD basis
O -0.9908 1.4545 0.0180
C -0.9275 -0.5682 -0.0390
C 0.4243 -0.9186 -0.3942
C 1.1188 0.4915 -0.6508
C 0.3941 1.5534 -0.3753
C 1.1502 -1.6348 0.6584
N 1.6907 -2.2037 1.5077
H -1.1091 1.8720 0.8914
H -1.2719 -0.6280 0.9879
H -1.6903 -0.5350 -0.8074
H 0.4863 -1.4678 -1.3368
H 0.7253 2.5847 -0.4598
```

Properties
* total charge: 0
* highest occupied orbital energy: -8.29 eV
* relative energy (zero: lowest compared OMol25 entry of this formula, charge and spin): 550.4 kJ/mol
* gap between HOMO and LUMO: 7.53 eV



Record 3
Here is a 4-piece molecular cluster, C30H47NO8 overall in a non-equilibrium geometry from the Open Molecules 2025 dataset. Energies are from the ωB97M-V functional and the def2-TZVPD basis.

The geometry in XYZ format:
```
86
C30H47NO8 | the Open Molecules 2025 dataset | the ωB97M-V functional and the def2-TZVPD basis
C 6.4568 -1.6781 -3.5666
C 5.7214 -2.0790 -4.9088
C 4.9166 -0.9162 -5.5977
C 3.7217 -0.3325 -4.7550
N 2.8166 -1.3523 -4.1928
C 1.8841 -0.8055 -3.2271
C 2.2578 -0.2114 -1.9263
C 3.7384 -0.0925 -1.4587
C 4.0862 1.4585 -1.2263
C 5.4451 1.9088 -1.8868
C 5.1811 2.7370 -3.2371
C 1.2297 0.2867 -1.0087
C -0.1985 0.2098 -1.3258
C -0.5880 -0.3684 -2.5998
C 0.4424 -0.8721 -3.5326
C -0.0782 -1.4881 -4.8798
O 0.4431 -2.4235 -5.4282
C -1.3770 -0.8095 -5.4362
C -2.3227 -0.3571 -4.5685
C -2.0775 -0.5217 -3.0321
O -2.9705 -0.7748 -2.2577
H 5.8230 -2.0618 -2.7156
H 6.6437 -0.5851 -3.4436
H 7.3997 -2.2931 -3.5188
H 6.4880 -2.4763 -5.6329
H 5.0298 -2.9381 -4.6888
H 5.6471 -0.0906 -5.8132
H 4.5137 -1.2720 -6.5888
H 3.1004 0.2823 -5.4725
H 4.1319 0.4003 -4.0093
H 3.3154 -2.1288 -3.7566
H 3.8288 -0.5796 -0.4465
H 4.4515 -0.5238 -2.1957
H 3.2433 2.0552 -1.6702
H 4.0922 1.6529 -0.1188
H 6.1571 1.0597 -2.0745
H 5.9815 2.6298 -1.2059
H 4.0955 2.6796 -3.5238
H 5.3739 3.8282 -3.0361
H 5.8526 2.3727 -4.0636
H 1.5448 0.7193 -0.0312
H -0.9452 0.5800 -0.5924
H -1.5677 -0.6823 -6.5272
H -3.2495 0.0897 -4.9877
C -6.2404 0.6052 -0.3668
C -4.7606 0.3721 -0.1389
O -4.2228 1.3299 0.7835
C -4.2624 1.1940 2.1213
C -5.1513 0.1364 2.7197
O -3.6483 1.9615 2.8220
H -6.8140 0.4798 0.5538
H -6.6287 -0.0906 -1.1131
H -6.4152 1.6264 -0.7126
H -4.5408 -0.6475 0.1819
H -4.2278 0.5198 -1.0746
H -6.1190 0.5746 2.9600
H -4.6846 -0.2270 3.6357
H -5.2928 -0.7330 2.0825
C 3.5430 1.6332 4.2922
C 3.5378 0.3294 3.5211
O 4.4507 0.3759 2.4178
C 5.7653 0.1003 2.5032
C 6.4057 0.0031 3.8642
O 6.4242 0.0073 1.5008
H 4.5211 1.8364 4.7312
H 2.8031 1.6091 5.0939
H 3.3142 2.4685 3.6275
H 3.7361 -0.5352 4.1576
H 2.5477 0.1730 3.0889
H 6.8206 0.9745 4.1337
H 7.2106 -0.7295 3.8128
H 5.7301 -0.3365 4.6466
C -8.7421 -1.5681 7.2205
C -8.0897 -0.3024 6.7035
O -7.5724 -0.4888 5.3810
C -8.2961 -0.3502 4.2584
C -9.7975 -0.2663 4.3598
O -7.7468 -0.3674 3.1852
H -9.5994 -1.8565 6.6101
H -9.0806 -1.4339 8.2493
H -8.0359 -2.3999 7.1881
H -8.7569 0.5606 6.7452
H -7.2318 -0.0585 7.3323
H -10.2193 -1.2644 4.2410
H -10.1602 0.3748 3.5569
H -10.1531 0.1736 5.2892
```

Properties
* SMILES: CCCCNc1c(CCCC)ccc2c1C(=O)C=CC2=O.CCOC(C)=O.CCOC(C)=O.CCOC(C)=O
* total charge: 0
* highest occupied orbital energy: -8.76 eV
* relative energy (zero: lowest compared OMol25 entry of this formula, charge and spin): 331.0 kJ/mol
* gap between HOMO and LUMO: 8.35 eV



Record 4
Here is a 15-piece molecular cluster, C6H39N2O14 overall in a non-equilibrium geometry from the Open Molecules 2025 dataset. Energies are from the ωB97M-V functional and the def2-TZVPD basis.

The geometry in XYZ format:
```
61
C6H39N2O14 | the Open Molecules 2025 dataset | the ωB97M-V functional and the def2-TZVPD basis
C -1.1161 1.0856 1.2137
C -1.1503 0.1541 0.0032
N 0.1273 0.1617 -0.7017
C 0.6173 1.1866 -1.4578
C 1.6435 0.7109 -2.2105
N 1.8453 -0.5970 -1.7878
C 0.9164 -0.8941 -0.8886
C 2.8471 -1.5097 -2.3234
H -2.0464 1.2344 1.7517
H -0.8447 2.0615 0.8042
H -0.3206 0.7101 1.8573
H -1.9239 0.4374 -0.7040
H -1.3631 -0.8458 0.3787
H 0.1894 2.1766 -1.4821
H 2.3471 1.1848 -2.8731
H 0.7571 -1.8509 -0.4222
H 2.9072 -2.3885 -1.6874
H 3.7924 -0.9985 -2.4506
H 2.4259 -1.8798 -3.2612
O 2.7465 4.3275 -2.8738
H 3.3599 3.6274 -3.1696
H 2.1862 4.5216 -3.6339
O 1.1262 -1.4928 2.4088
H 1.2275 -2.2364 1.7647
H 1.4844 -1.8172 3.2437
O -3.7421 -1.3907 -1.3069
H -3.5040 -0.7677 -2.0025
H -3.9610 -0.8364 -0.5401
O -3.5254 2.8185 3.6267
H -3.6529 1.9169 3.9812
H -2.6706 3.0958 3.9721
O 2.0266 -3.6896 -2.1805
H 1.0625 -3.7688 -2.1690
H 2.2798 -3.8001 -3.1044
O -4.6058 0.5275 0.9773
H -4.2471 1.4176 1.0798
H -5.1815 0.4077 1.7438
O 1.7114 -3.5906 0.7500
H 2.0029 -4.4858 0.9584
H 1.8963 -3.4745 -0.1959
O -3.6093 -0.0328 3.8889
H -2.9096 -0.4405 3.3210
H -3.3848 -0.2973 4.7867
O 5.0335 -2.7926 -0.1681
H 4.8117 -3.1606 0.6951
H 5.8675 -2.3297 -0.0267
O -1.4225 -3.3773 -1.2629
H -2.2555 -2.8798 -1.1794
H -1.6340 -4.2404 -0.8892
O -3.0641 3.8939 0.8472
H -2.8335 4.6714 1.3720
H -4.0002 3.7541 1.0295
O -1.5898 -1.7442 3.1187
H -0.6589 -1.5454 2.8489
H -1.5337 -2.0786 4.0211
O -0.4117 4.6944 0.3308
H 0.0144 4.8892 1.1737
H -1.1707 4.1266 0.5473
O 4.6928 2.4196 -3.6475
H 4.8004 2.8541 -4.5050
H 5.5875 2.1666 -3.3903
```

Properties
* total charge: +1
* highest occupied orbital energy: -12.91 eV
* relative energy (zero: lowest compared OMol25 entry of this formula, charge and spin): 42.3 kJ/mol
* gap between HOMO and LUMO: 10.61 eV



Short version: DFT total energy = -106597.836; -8797.714; -49739.525; -38494.882 eV, in the order given.